{"formula": "C17H28ClFN3", "method": "ωB97M-V with the def2-TZVPD basis set", "species": ["Cl", "F", "N", "N", "N", "C", "C", "C", "C", "C", "C", "C", "C", "C", "C", "C", "C", "C", "C", "C", "C", "C", "H", "H", "H", "H", "H", "H", "H", "H", "H", "H", "H", "H", "H", "H", "H", "H", "H", "H", "H", "H", "H", "H", "H", "H", "H", "H", "H", "H"], "positions_angstrom": [[-1.9312, 3.6503, -1.8652], [-5.4775, 2.1424, -1.3617], [-0.3575, 1.4400, -1.3497], [0.1944, 0.3428, -2.1051], [-2.0411, -1.3969, 1.0506], [0.5936, -1.9664, -1.7956], [3.6843, -0.4672, 3.1951], [0.8323, -0.5398, -1.4182], [3.3990, -1.8186, 3.3424], [5.0029, -0.0339, 3.1629], [-2.5283, 0.9075, -2.0320], [-1.1495, 1.1215, -0.1170], [-1.4421, 1.9717, -2.2542], [-3.7133, 1.4228, 0.1099], [1.8289, -0.2561, -0.3230], [-5.0626, 1.1028, -0.5481], [5.7517, -2.3039, 3.4274], [6.0362, -0.9527, 3.2833], [4.4332, -2.7378, 3.4543], [-1.0334, 2.0763, -3.7342], [-2.5605, 0.5889, -0.4855], [-2.7846, -0.9098, -0.1107], [-3.8334, -1.1048, 0.1123], [-3.5369, 2.4881, -0.0487], [-3.4145, 1.3903, -2.4484], [-3.8204, 1.2578, 1.1866], [-2.3549, -0.0326, -2.5522], [0.3176, 2.1362, -1.0040], [-4.9139, 0.2539, -1.2260], [-2.5652, -1.5031, -1.0031], [-1.9625, -0.6641, 1.7515], [7.0644, -0.6156, 3.2647], [-1.7888, 2.6879, -4.2183], [-0.3188, -2.3353, -1.3192], [-0.5826, 0.6552, 0.6817], [5.2253, 1.0193, 3.0461], [-0.0662, 2.5720, -3.8132], [-5.8398, 0.8062, 0.1538], [2.8769, 0.2510, 3.1063], [0.4080, -1.9787, -2.8723], [2.3697, -2.1565, 3.3711], [-1.0232, 1.1075, -4.2236], [2.5034, 0.5586, -0.5849], [2.4652, -1.1341, -0.2184], [-1.3684, 2.1138, 0.2969], [1.4127, -2.6246, -1.5179], [6.5580, -3.0198, 3.5198], [1.3784, -0.1110, 0.6618], [-1.0774, -1.6100, 0.8079], [4.2121, -3.7916, 3.5642]], "forces_ev_per_a": [[0.25, -0.43, 0.90], [-0.10, 0.23, 0.26], [0.85, 1.15, 0.64], [-1.56, -1.41, 0.84], [0.49, 0.26, -0.28], [0.67, 0.23, -0.96], [-0.02, -0.02, -0.07], [0.63, 0.03, 0.45], [-0.04, 0.02, -0.07], [-0.01, 0.03, -0.03], [-0.56, 0.52, 0.64], [-1.17, 0.87, 1.36], [-0.21, -0.49, -2.14], [-0.17, 0.27, 0.57], [-0.20, -0.49, 0.33], [0.67, -0.94, -0.57], [-0.01, 0.01, -0.01], [0.01, -0.01, -0.01], [0.00, -0.02, -0.01], [0.03, -0.22, 0.40], [-0.09, 0.25, -1.10], [0.27, 0.10, -0.31], [-0.09, 0.27, -0.16], [0.00, -0.01, 0.14], [-0.32, -0.45, 0.29], [0.25, 0.03, 0.01], [0.42, 0.34, -0.42], [0.12, 0.17, -0.77], [-0.24, -0.04, 0.10], [0.18, -0.29, 0.28], [-0.34, -0.22, 0.17], [-0.01, 0.00, 0.00], [0.06, 0.06, -0.07], [-0.02, 0.26, 0.13], [0.16, -0.51, -0.48], [0.01, -0.01, 0.03], [-0.02, -0.01, -0.18], [-0.11, 0.47, 0.05], [0.01, 0.02, 0.06], [-0.01, -0.33, 0.03], [0.01, -0.01, 0.04], [0.22, -0.03, 0.10], [-0.31, 0.29, 0.06], [-0.04, -0.01, 0.07], [0.34, 0.05, -0.13], [0.01, 0.00, -0.13], [0.00, 0.01, 0.00], [0.10, 0.19, -0.03], [-0.12, -0.16, -0.03], [0.00, 0.01, 0.02]], "spin_multiplicity": 1, "lumo_energy_ev": -3.734, "total_charge": 1, "homo_ev": -11.59}



{"formula": "C19H17ClN4OPt", "method": "ωB97M-V with the def2-TZVPD basis set", "species": ["Pt", "Cl", "O", "N", "N", "N", "N", "C", "C", "C", "C", "C", "C", "C", "C", "C", "C", "C", "C", "C", "C", "C", "C", "C", "C", "C", "H", "H", "H", "H", "H", "H", "H", "H", "H", "H", "H", "H", "H", "H", "H", "H", "H"], "positions_angstrom": [[0.1461, 1.0466, -0.9195], [2.8658, -3.8326, -3.0432], [-1.7519, 1.6226, -0.1704], [-0.6487, -1.1510, -0.4192], [0.8500, 1.6273, 1.1117], [0.8658, 1.1360, 3.2322], [-0.4231, -3.2908, -0.8193], [-2.1861, 1.5139, 1.0443], [-2.0117, 1.2540, 3.4642], [1.0656, -0.2926, -3.3993], [1.4282, 1.9501, -2.3279], [0.1946, -2.1551, -0.4314], [1.7576, 0.5476, -2.4647], [2.8754, -0.0420, -1.7929], [2.4791, -2.1488, -2.8599], [-1.7373, -2.9839, -1.0816], [-3.3772, 1.2843, 3.6135], [2.1820, 1.2646, 2.8582], [-1.8614, -1.6519, -0.8234], [1.4131, -1.6074, -3.5795], [-4.1722, 1.4417, 2.4756], [2.1540, 1.5565, 1.5344], [0.0691, 1.3654, 2.1527], [3.2211, -1.3593, -1.9835], [-1.3834, 1.3629, 2.2125], [-3.5932, 1.5579, 1.2382], [0.0115, -4.1889, -0.9356], [2.1962, 2.6004, -1.9240], [-2.4483, -3.7202, -1.4119], [0.5422, 0.9187, 4.1553], [1.2380, -2.0999, -0.1696], [-4.1956, 1.6908, 0.3481], [-2.7320, -1.0210, -0.8913], [-1.4118, 1.1639, 4.3627], [-3.8230, 1.1989, 4.5953], [0.8594, -2.2322, -4.2682], [-5.2508, 1.4797, 2.5700], [2.9972, 1.1327, 3.5468], [0.8612, 2.3935, -3.1398], [2.9777, 1.7573, 0.8721], [0.2407, 0.1267, -3.9627], [3.4551, 0.5722, -1.1159], [4.0612, -1.7889, -1.4532]], "forces_ev_per_a": [[-0.08, 0.10, 0.02], [0.01, -0.07, 0.01], [0.18, -0.06, -0.16], [0.10, 0.17, 0.06], [-0.18, -0.31, -0.28], [-0.10, 0.07, -0.01], [0.00, -0.01, -0.02], [0.00, -0.01, 0.24], [0.02, 0.01, -0.05], [0.09, -0.03, -0.05], [-0.20, 0.04, 0.32], [-0.09, -0.03, 0.08], [0.16, -0.05, -0.16], [-0.05, 0.04, -0.01], [0.02, 0.08, 0.06], [-0.09, 0.08, 0.03], [-0.01, -0.03, 0.13], [0.10, -0.04, -0.11], [-0.05, -0.11, -0.03], [-0.10, 0.00, 0.01], [0.04, 0.02, -0.05], [0.08, 0.13, 0.16], [0.30, 0.12, 0.04], [-0.03, -0.06, 0.01], [-0.21, -0.03, -0.12], [0.02, -0.01, -0.06], [0.06, -0.01, 0.00], [-0.02, 0.00, 0.04], [0.03, 0.00, 0.01], [-0.03, 0.00, 0.04], [0.00, -0.01, -0.05], [0.00, -0.01, 0.00], [0.04, 0.01, -0.01], [0.00, -0.01, 0.00], [0.01, 0.01, -0.01], [0.02, 0.01, -0.01], [0.00, 0.00, -0.01], [-0.03, 0.01, 0.01], [-0.01, 0.01, 0.01], [-0.03, -0.04, -0.03], [0.01, 0.01, 0.00], [0.02, 0.00, -0.02], [0.00, -0.01, -0.01]], "spin_multiplicity": 3, "lumo_energy_ev": [0.539, -0.360], "total_charge": 0, "homo_ev": [-6.31, -7.05]}



{"formula": "C5H11NO", "method": "ωB97M-V with the def2-TZVPD basis set", "species": ["O", "N", "C", "C", "C", "C", "C", "H", "H", "H", "H", "H", "H", "H", "H", "H", "H", "H"], "positions_angstrom": [[-2.3362, 0.6043, 1.8531], [-0.3764, -0.4793, 1.4008], [1.4562, 0.8911, -1.5307], [-0.5390, -0.0230, 0.0293], [-1.3390, -0.0094, 2.2321], [-0.6654, -1.2510, -0.9137], [0.8385, 0.6832, -0.1469], [-1.2035, -0.2333, 3.2864], [0.6303, -0.5561, 1.6644], [1.5400, 0.0553, 0.5071], [0.8199, 1.6253, 0.4087], [-0.9528, -0.9768, -1.9353], [1.1298, 1.8268, -1.9961], [-1.6221, 0.6091, 0.3261], [2.5462, 0.9388, -1.4305], [1.2310, 0.0749, -2.2262], [-1.4239, -1.9358, -0.5249], [0.2664, -1.8441, -1.0038]], "forces_ev_per_a": [[0.36, -0.54, 0.57], [0.02, -0.13, 0.47], [-0.03, 0.00, 0.01], [-0.70, 0.36, 0.35], [-0.25, 0.10, 0.45], [-0.26, 0.21, 0.09], [0.32, -0.01, 0.36], [0.22, -0.02, 0.34], [-1.74, -0.30, 0.59], [-0.35, 0.65, -1.40], [-0.09, 0.11, -0.15], [0.00, 0.10, 0.22], [-0.05, -0.16, 0.09], [2.96, -1.14, -2.31], [-0.17, 0.06, -0.08], [0.02, 0.10, 0.20], [-0.03, 0.14, -0.06], [-0.22, 0.47, 0.27]], "spin_multiplicity": 1, "smiles": "CC[C@@H](C)NC=O", "de_lowest_kcal_mol": 42.7, "lumo_energy_ev": 0.869, "total_charge": 0, "homo_ev": -9.51}



{"formula": "C35H31CrN7S2Si", "method": "ωB97M-V with the def2-TZVPD basis set", "species": ["Cr", "S", "S", "Si", "N", "N", "N", "N", "N", "N", "N", "C", "C", "C", "C", "C", "C", "C", "C", "C", "C", "C", "C", "C", "C", "C", "C", "C", "C", "C", "C", "C", "C", "C", "C", "C", "C", "C", "C", "C", "C", "C", "C", "C", "C", "C", "H", "H", "H", "H", "H", "H", "H", "H", "H", "H", "H", "H", "H", "H", "H", "H", "H", "H", "H", "H", "H", "H", "H", "H", "H", "H", "H", "H", "H", "H", "H"], "positions_angstrom": [[-0.4426, -0.3714, -0.8353], [-0.6205, 1.5531, 3.4039], [-1.7284, 0.4425, 0.9111], [-1.3671, -1.4009, 3.0136], [1.1464, -0.3096, -2.0590], [0.8510, 0.0329, 1.7531], [1.0027, -0.0268, 0.4920], [-2.1707, -0.9346, -1.8090], [-0.9231, 1.3761, -1.7687], [0.1232, -2.4298, -0.5841], [0.9802, -4.3271, -1.2639], [1.2511, -3.8279, 6.0301], [-4.0556, 0.0041, -3.0178], [-4.0657, -2.0275, 3.1734], [-0.6865, 3.6604, -2.3938], [3.5425, -0.1936, -2.1562], [-3.9129, 2.3177, -3.7377], [1.0973, -2.0607, 4.4048], [-4.7233, -1.2268, -2.8979], [-3.1052, -1.1172, 3.6290], [-1.8778, 3.6377, -3.0738], [-2.0892, 1.3421, -2.4533], [1.1212, -0.3925, -3.4052], [-0.2397, 2.5043, -1.7450], [1.2970, -4.2163, 0.0694], [-0.2820, -2.2416, 4.2979], [0.7762, 1.2790, 4.5205], [1.8583, -2.8419, 5.2663], [-0.1205, -4.0257, 5.9370], [2.2487, -0.3987, -4.1739], [0.7697, -3.0357, 0.4770], [-0.4840, 0.1494, 2.2252], [-3.5182, -0.1154, 4.5099], [-4.8436, -0.0222, 4.9089], [-2.7905, 0.0971, -2.4406], [-5.7835, -0.9297, 4.4403], [-4.1159, -2.2560, -2.2248], [3.4927, -0.2997, -3.5144], [-0.8763, -3.2374, 5.0826], [2.3394, -0.1869, -1.4033], [0.2874, -3.2346, -1.6172], [-2.6269, 2.4482, -3.1085], [-5.3913, -1.9383, 3.5733], [2.2625, -0.0424, -0.0150], [-4.6008, 1.1577, -3.6810], [-2.8346, -2.0741, -1.6950], [-2.2461, 4.5214, -3.5790], [-2.8024, 0.6011, 4.8868], [2.1794, -0.4699, -5.2487], [-1.4933, -2.4249, 1.9461], [0.6824, 2.4974, -1.1764], [-2.3392, -2.8674, -1.1522], [0.5376, 0.5552, 5.2961], [0.8171, -2.5933, 1.4549], [-4.3316, 3.1798, -4.2405], [4.4838, -0.1110, -1.6308], [1.2311, -5.0869, -1.8734], [1.5919, -1.3076, 3.8023], [-5.5820, 1.0772, -4.1304], [-0.0750, -3.0614, -2.6168], [0.1353, -0.4613, -3.8554], [-3.7728, -2.8202, 2.4930], [-1.9499, -3.3893, 5.0345], [-5.7116, -1.3503, -3.3223], [1.6408, 0.9591, 3.9456], [-0.0892, 4.5589, -2.3400], [-5.1417, 0.7605, 5.5944], [-4.6072, -3.2098, -2.0978], [3.1159, 0.0529, 0.6383], [-0.5989, -4.7927, 6.5324], [-6.1170, -2.6547, 3.2094], [1.8440, -4.4384, 6.6987], [2.9257, -2.6772, 5.3435], [4.4081, -0.2977, -4.0915], [-6.8161, -0.8528, 4.7553], [0.9856, 2.2464, 4.9721], [1.8565, -4.9635, 0.6016]], "forces_ev_per_a": [[-0.85, -0.07, 1.49], [0.10, 0.26, -0.20], [0.76, -0.24, -0.96], [0.78, -0.07, 0.19], [0.19, 0.19, -0.27], [0.19, -0.11, -0.07], [0.42, 0.13, 0.47], [-0.41, 0.00, -0.33], [-0.07, 0.21, -0.45], [0.17, 0.11, -0.17], [0.04, -0.04, 0.02], [0.00, 0.02, -0.01], [-0.01, 0.02, -0.06], [-0.01, 0.03, -0.03], [0.00, 0.02, 0.00], [0.03, -0.04, 0.02], [0.03, 0.02, 0.00], [0.07, -0.04, -0.08], [-0.01, -0.01, 0.01], [-0.04, 0.01, -0.18], [-0.01, -0.03, -0.01], [0.04, -0.02, 0.05], [-0.02, -0.01, 0.05], [0.03, -0.01, 0.09], [-0.01, 0.03, 0.01], [-0.15, -0.01, 0.04], [-0.12, -0.07, -0.02], [-0.03, 0.00, 0.01], [0.02, 0.00, 0.00], [0.02, -0.03, -0.02], [-0.03, 0.01, -0.01], [-0.86, -0.41, 0.31], [0.00, -0.04, 0.07], [0.02, 0.00, 0.02], [0.08, -0.02, 0.03], [0.03, 0.00, 0.00], [0.00, -0.03, -0.01], [-0.01, 0.01, 0.00], [0.01, 0.08, 0.06], [-0.13, -0.01, 0.03], [-0.16, -0.04, 0.04], [-0.05, 0.03, 0.00], [-0.02, -0.01, 0.02], [-0.08, -0.03, -0.10], [-0.01, -0.04, 0.01], [0.03, 0.01, 0.01], [-0.01, 0.01, 0.02], [0.02, 0.01, -0.01], [0.00, 0.00, 0.00], [-0.08, 0.09, -0.12], [0.01, -0.01, -0.02], [-0.01, 0.01, 0.02], [0.05, -0.01, 0.00], [0.01, 0.05, 0.03], [0.00, 0.00, 0.00], [0.01, 0.01, -0.01], [-0.01, 0.01, -0.01], [-0.01, -0.01, 0.00], [0.01, -0.01, -0.01], [0.02, 0.01, -0.01], [0.00, 0.03, 0.01], [-0.01, 0.02, -0.01], [0.01, -0.03, -0.01], [0.00, 0.01, -0.01], [0.03, 0.04, 0.03], [0.00, 0.00, 0.00], [-0.01, 0.01, -0.01], [0.00, 0.00, 0.01], [-0.01, 0.00, 0.03], [-0.01, 0.01, 0.01], [0.01, 0.00, 0.00], [0.00, 0.00, 0.01], [0.00, -0.01, -0.01], [0.01, -0.01, 0.01], [0.00, 0.00, 0.00], [-0.01, 0.01, 0.02], [0.00, -0.02, -0.02]], "spin_multiplicity": 2, "de_lowest_kcal_mol": 0.0, "lumo_energy_ev": [-3.636, -3.552], "total_charge": 1, "homo_ev": [-9.17, -9.17]}



Number 1: maximum force 2.27 eV/A. Number 2: maximum force 0.46 eV/A. Number 3: maximum force 3.92 eV/A. Number 4: maximum force 1.72 eV/A.